# C22H23NO4

C22H23NO4 in the gas phase (wB97M-V/def2-TZVPD, OMol25).

XYZ file:
```
50
Properties=species:S:1:pos:R:3:lowdin_charge:R:1
C -2.3306 -0.6028 2.5921 -0.02
C -2.9200 -0.9989 1.2721 -0.19
C -3.7399 -2.1108 1.1513 -0.05
C -4.3032 -2.4382 -0.0687 -0.08
C -4.0488 -1.6595 -1.1812 -0.04
C -3.2283 -0.5395 -1.1064 -0.18
C -2.9591 0.2936 -2.3189 -0.01
C -2.6780 -0.2291 0.1349 -0.14
O -1.7890 0.8457 0.2916 0.06
C -2.2172 2.1035 0.1512 -0.46
O -3.3407 2.4204 -0.1291 0.14
C -1.0984 3.0859 0.4440 -0.04
C 0.1704 2.8390 -0.3796 -0.08
N 0.7323 1.5284 -0.1366 0.05
C 1.1966 1.1204 1.0950 -0.40
O 1.2457 1.8228 2.0714 0.12
C 1.6249 -0.3267 0.9743 -0.11
C 3.1516 -0.4863 1.2267 -0.19
C 3.4709 -1.9096 0.8834 -0.04
C 3.1831 -2.2570 -0.3637 -0.04
C 2.5948 -1.1617 -1.1997 -0.19
C 3.5131 0.0571 -1.1760 -0.18
C 4.9201 -0.0458 -0.6706 -0.05
C 3.8349 0.4512 0.2358 -0.18
C 1.2965 -0.7188 -0.4663 -0.10
C 0.7191 0.5315 -1.0886 -0.39
O 0.3210 0.6782 -2.2152 0.11
H -1.3101 -0.2436 2.4735 0.07
H -2.3388 -1.4414 3.2835 0.08
H -2.9161 0.2073 3.0288 0.09
H -3.9401 -2.7163 2.0227 0.11
H -4.9430 -3.3040 -0.1516 0.10
H -4.4908 -1.9186 -2.1317 0.11
H -3.3224 -0.2087 -3.2114 0.08
H -3.4671 1.2539 -2.2294 0.08
H -1.8931 0.4850 -2.4347 0.06
H -0.8458 3.0029 1.5041 0.12
H -1.4711 4.0906 0.2463 0.13
H 0.9154 3.5939 -0.1120 0.14
H -0.0425 2.8954 -1.4503 0.14
H 1.0814 -0.9244 1.7098 0.16
H 3.3915 -0.2283 2.2585 0.15
H 3.8977 -2.5693 1.6198 0.11
H 3.3447 -3.2375 -0.7786 0.11
H 2.3642 -1.4741 -2.2183 0.15
H 3.2862 0.8060 -1.9229 0.15
H 5.3510 -1.0184 -0.4968 0.10
H 5.6260 0.6848 -1.0358 0.11
H 3.8455 1.4912 0.5332 0.15
H 0.5555 -1.5194 -0.5298 0.17
```

SMILES: Cc1cccc(C)c1OC(=O)CCN1C(=O)[C@@H]2[C@H]3C=C[C@H]([C@@H]4C[C@H]34)[C@@H]2C1=O
Energy, eV: -32868.3550
Energy above the lowest of the compared OMol25 structures with the same formula, charge and spin, eV: 0.888
Highest occupied orbital energy, eV: -9.047
Charge: 0
E_LUMO, eV: 0.739


# C22H24AgAs2Br2NO12

A molecular structure, C22H24AgAs2Br2NO12 (wB97M-V/def2-TZVPD, OMol25).

XYZ file:
```
64
Properties=species:S:1:pos:R:3:lowdin_charge:R:1
Ag -3.3020 -19.1182 5.3604 0.68
O -5.2907 -19.7901 4.1461 -0.12
C -5.6079 -20.9909 3.8766 -0.15
C -5.1754 -22.2439 4.4729 -0.12
C -5.8398 -23.3525 4.1112 -0.01
C -5.4688 -24.5161 4.6473 -0.20
C -4.5509 -24.7050 5.6652 0.01
C -3.9087 -23.5700 6.1362 0.00
C -4.0513 -22.3672 5.4039 -0.40
O -3.1909 -21.4698 5.4642 -0.12
N -6.0059 -25.6643 3.9151 -0.32
O -6.7530 -25.4884 2.9169 0.02
O -5.7018 -26.7829 4.3799 0.03
H -6.3543 -21.1488 3.1514 0.10
H -6.6963 -23.3816 3.4127 0.15
H -4.3722 -25.7601 6.0272 0.14
H -3.0955 -23.6292 6.8961 0.13
Br -0.1484 -20.0668 6.9712 0.61
C -0.8751 -18.5089 7.8600 -1.04
Br -2.7493 -18.7171 8.2338 0.63
H -0.8444 -17.6817 7.1943 -0.04
H -0.3030 -18.3656 8.7447 -0.01
C -0.8678 -14.6636 4.7200 -0.02
O -2.2463 -14.5397 4.2402 -0.03
C -3.0088 -15.4824 4.8522 -0.50
O -2.5244 -16.5977 5.0846 -0.02
C -4.4207 -15.1355 5.0670 -0.33
C -4.9258 -14.1256 5.7813 -0.38
As -5.8562 -12.7612 4.7882 1.34
C -6.1535 -11.8293 6.5106 -0.27
C -7.4784 -13.7266 4.5361 -0.34
C -7.4862 -14.9819 4.1615 -0.27
As -5.8906 -16.2726 4.2609 1.33
C -6.4851 -17.1655 5.9257 -0.26
C -8.4947 -15.6604 3.2427 -0.51
O -8.8472 -16.8178 3.3961 0.12
O -9.0726 -14.9070 2.2538 -0.07
C -8.1572 -14.5350 1.2120 -0.03
C -8.4731 -12.6400 4.4205 -0.49
O -8.1680 -11.4263 4.5076 0.00
O -9.7734 -13.0095 4.4131 -0.01
C -10.5679 -11.9519 3.8639 -0.05
C -4.4038 -14.0231 7.1763 -0.47
O -5.0742 -14.2561 8.1720 0.11
O -3.0610 -13.6623 7.1623 -0.09
C -2.3529 -13.6655 8.3975 -0.05
H -0.5817 -15.7312 4.7510 0.09
H -0.7454 -14.0895 5.7068 0.11
H -0.2888 -14.1198 3.9519 0.10
H -5.2404 -11.6025 7.1374 0.06
H -6.7735 -12.4158 7.1544 0.03
H -6.7406 -10.9383 6.2370 0.02
H -6.5306 -16.4915 6.7693 0.03
H -5.9312 -18.0776 6.2015 0.01
H -7.4831 -17.4038 5.6946 0.00
H -7.7649 -13.5326 1.3739 0.09
H -8.7172 -14.5461 0.2768 0.10
H -7.3059 -15.2387 1.2998 0.10
H -11.5235 -12.4406 3.6655 0.10
H -10.2133 -11.4329 2.9428 0.11
H -10.6177 -11.1450 4.5535 0.08
H -1.5587 -12.7962 8.3992 0.13
H -1.8307 -14.6773 8.4573 0.11
H -3.0522 -13.4171 9.1594 0.07
```

Energy, eV: -315014.8218
Highest occupied orbital energy, eV: -7.638
Charge: 0
E_LUMO, eV: -1.525


# C22H24AlBBeBr2Cl2F13LiN2O10S2

A molecular structure, C22H24AlBBeBr2Cl2F13LiN2O10S2 (wB97M-V/def2-TZVPD, OMol25).

XYZ file:
```
81
Properties=species:S:1:pos:R:3:lowdin_charge:R:1
C 0.1678 -1.1933 3.8957 -0.11
C 0.6831 -1.9993 2.7028 -0.65
Cl 1.9931 -3.1127 3.3349 0.64
C 1.2763 -1.0979 1.6133 -0.18
C 0.7919 -1.3060 0.2018 -0.23
O 1.3754 -2.3906 -0.5535 -0.08
N 1.7732 -3.4699 0.2677 -0.08
O 1.5306 -4.4701 -0.2808 0.11
C -0.7144 -1.4389 -0.1626 -0.31
F -1.0467 -2.6827 -0.5989 0.12
C -1.8140 -1.0266 0.8396 -0.03
C -2.6774 -2.2571 1.2646 -0.17
F -3.4963 -1.9070 2.3328 -0.04
O -0.9690 -0.5853 -1.3336 0.10
C 0.1966 -0.2790 -1.8324 -0.46
O 0.4325 -0.1947 -3.0258 -0.07
C 1.2582 -0.0818 -0.6988 -0.13
O 2.4636 -0.3412 -1.3950 0.01
C 3.5253 -0.2009 -0.5932 -0.46
N 4.4466 0.2324 -0.0455 0.26
C 0.9159 1.3676 -0.2254 -0.38
F 1.8462 1.8557 0.6314 0.16
F -0.2394 1.4051 0.4332 0.15
C 0.7680 2.4365 -1.3436 -0.03
C -0.2383 3.3941 -1.1224 0.00
C -0.4996 4.3661 -2.0658 -0.12
C 0.2608 4.4189 -3.2856 -0.10
C 1.2831 3.4937 -3.4696 -0.10
C 2.1190 3.5102 -4.7357 -0.60
F 1.3790 2.8607 -5.6819 0.13
F 3.2273 2.8176 -4.6158 0.18
F 2.3200 4.7249 -5.2041 0.20
C 1.5198 2.5137 -2.4939 0.09
H -0.3054 -1.8490 4.6289 0.08
H 1.0395 -0.6810 4.3176 0.09
H -0.5571 -0.4223 3.6044 0.07
H -0.0723 -2.6793 2.2936 0.08
H 1.1685 -0.0681 1.9625 0.12
H 2.3940 -1.2894 1.6526 0.04
H -1.4375 -0.4840 1.7065 0.11
H -2.5066 -0.3504 0.3253 0.10
H -2.0630 -3.1042 1.5812 0.11
H -3.2912 -2.5837 0.4213 0.12
H -0.8526 3.4290 -0.2298 0.14
H -1.2942 5.0915 -1.9082 0.14
H 0.0854 5.1479 -4.0771 0.14
H 2.3308 1.8188 -2.6975 0.14
Li 4.0416 -4.5294 0.8400 0.58
O -6.8221 0.5310 1.8241 -0.11
S -5.9954 0.1628 0.6763 0.28
O -4.6086 0.5017 0.9690 -0.08
O -6.4722 0.8807 -0.5011 -0.12
O -6.0801 -1.2757 0.4348 -0.10
Al -1.5332 2.9497 -3.6602 0.85
F -2.4099 1.8679 -0.8514 -0.50
Br 4.3912 -0.5702 -4.0865 0.66
C 5.3253 -0.2010 -5.7568 -0.68
C 4.6259 -0.8369 -6.9280 -0.70
Br 4.9640 -2.7495 -7.0052 0.63
H 6.3461 -0.5468 -5.6291 0.05
H 5.3222 0.8831 -5.8516 0.05
H 5.0143 -0.4396 -7.8637 0.06
H 3.5482 -0.7071 -6.9009 0.05
C -5.9028 3.5340 6.1766 -0.26
S -6.0180 2.5647 4.6666 0.83
O -4.7341 2.7235 3.9408 -0.51
C -7.2285 3.6096 3.8470 -0.26
H -5.1611 3.0704 6.8238 0.05
H -5.5943 4.5515 5.9373 0.06
H -6.8703 3.5390 6.6782 0.06
H -6.8364 4.6224 3.7539 0.06
H -8.1536 3.6125 4.4232 0.06
H -7.4178 3.1979 2.8576 0.04
Cl -1.3814 0.6963 -3.7202 0.62
Be 4.3494 -2.1228 -0.0177 0.58
B 5.4870 -7.9823 3.1526 -1.24
F 6.8634 -8.0498 2.8827 0.08
F 4.8234 -9.0541 2.5320 0.08
F 5.2654 -8.0147 4.5338 0.09
F 4.9730 -6.7553 2.6250 0.02
F 3.3830 -1.0015 2.8620 -0.62
```

Energy, eV: -276649.9966
Highest occupied orbital energy, eV: -8.143
Charge: 0
E_LUMO, eV: -6.347


# C22H24BN7Pd

A molecular structure, C22H24BN7Pd (wB97M-V/def2-TZVPD, OMol25).

XYZ file:
```
55
Properties=species:S:1:pos:R:3:lowdin_spin:R:1
C -0.2182 3.1574 -0.8675 0.01
N -0.1515 1.9177 -1.3542 0.11
N 0.0525 1.9974 -2.7116 0.02
C -0.0102 3.2940 -3.0907 0.00
C -0.1872 4.0651 -1.9451 0.02
B 0.3051 0.7088 -3.5508 0.00
N 1.3642 -0.1860 -2.8329 0.09
N 1.2570 -0.5204 -1.4967 0.18
C 2.3046 -1.3105 -1.1882 0.02
C 3.0480 -1.5554 -2.3639 0.40
C 2.3984 -0.8545 -3.3804 0.19
Pd -0.5215 -0.0289 -0.4590 0.04
N -1.0035 -0.1162 -3.4728 0.09
N -1.4821 -0.5696 -2.2584 0.23
C -2.5981 -1.2883 -2.5049 0.02
C -2.8496 -1.2544 -3.8888 0.39
C -1.8131 -0.5244 -4.4608 0.18
H -3.1460 -1.7800 -1.7046 0.00
H -1.5831 -0.2526 -5.4774 0.00
H -3.6749 -1.6962 -4.4066 0.01
H 0.6229 0.9496 -4.6723 0.00
H 2.5531 -0.7965 -4.4446 0.00
H 0.0666 3.5645 -4.1320 0.00
H 3.9256 -2.1620 -2.4642 0.01
H -0.2725 5.1350 -1.9026 0.00
H 2.4862 -1.6376 -0.1745 0.00
H -0.2432 3.3453 0.1949 0.00
H -0.6967 -2.1109 0.1191 0.01
C -0.1201 -2.3394 1.0339 0.02
H 0.6666 -3.0667 0.7916 0.00
H 0.3432 -1.3944 1.3649 0.00
H -0.8169 -2.6592 1.8117 0.00
C -1.4000 3.7333 3.7843 0.16
C -0.2869 2.9369 3.5015 0.02
C -0.3411 1.9953 2.4771 0.08
C -1.5621 1.8002 1.7905 0.12
C -2.6600 2.6719 2.0317 0.08
C -2.5756 3.6248 3.0335 0.01
N -1.8147 0.6537 1.0351 0.32
C -2.7582 -0.2488 1.5255 0.05
C -2.6483 -0.7128 2.8699 0.31
C -3.5877 -1.5985 3.3711 0.21
C -4.6639 -2.0010 2.5738 0.04
C -4.7824 -1.5516 1.2573 0.24
C -3.8428 -0.6689 0.7325 0.27
H -1.3256 4.4751 4.5790 0.01
H 0.6334 3.0327 4.0766 0.00
H 0.5102 1.3652 2.2115 0.00
H -3.5824 2.5321 1.4665 0.00
H -3.4308 4.2642 3.2558 0.00
H -1.8067 -0.3737 3.4824 0.01
H -3.5007 -1.9667 4.3895 0.01
H -5.4044 -2.6911 2.9721 0.00
H -5.6144 -1.8646 0.6246 0.01
H -3.9087 -0.2780 -0.2820 0.01
```

Energy, eV: -37741.3531
Highest occupied orbital energy (spin up / spin down), eV: -20.392 / -20.297
Charge: +4
Multiplicity: 5
E_LUMO (spin up / spin down), eV: -13.764 / -16.203


# C22H24Cl3N2OP2RbS

A molecular structure, C22H24Cl3N2OP2RbS (wB97M-V/def2-TZVPD, OMol25).

XYZ file:
```
56
Properties=species:S:1:pos:R:3:lowdin_charge:R:1
Rb 0.1177 0.1718 -0.4082 0.86
C -0.4066 -1.4980 4.2884 -0.27
P -0.2475 -0.7398 2.6113 0.79
C 0.2013 0.9789 3.1110 -0.30
C -2.0446 -0.5544 2.2783 -0.43
C -2.8643 0.2727 3.0395 -0.08
C -4.2336 0.2823 2.8396 -0.06
C -4.7948 -0.5130 1.8537 -0.06
C -3.9858 -1.3076 1.0629 -0.08
C -2.6103 -1.3478 1.2744 -0.42
P -1.5121 -2.5044 0.3630 0.80
C -2.2250 -4.0631 1.0554 -0.27
C -2.3004 -2.5396 -1.3059 -0.29
H -1.0224 -0.8716 4.9330 0.04
H 0.5836 -1.6106 4.7253 0.04
H -0.8607 -2.4834 4.1944 0.03
H -0.3451 1.3129 3.9947 0.03
H -0.0172 1.6506 2.2780 0.03
H 1.2724 1.0084 3.3289 0.03
H -2.4444 0.9129 3.8020 0.10
H -4.8634 0.8894 3.4717 0.11
H -5.8659 -0.5338 1.7164 0.11
H -4.4373 -1.9059 0.2843 0.10
H -3.3033 -4.0866 0.9015 0.04
H -2.0099 -4.1121 2.1217 0.03
H -1.7675 -4.9212 0.5674 0.04
H -3.3200 -2.9269 -1.2821 0.03
H -1.6951 -3.1843 -1.9492 0.04
H -2.3013 -1.5298 -1.7226 0.03
Cl -2.6313 3.9538 -6.3934 0.63
C -2.2369 3.3804 -4.8060 -0.70
C -1.4430 2.2526 -4.6702 -0.16
C -1.1342 1.7969 -3.4082 -0.59
Cl -0.1503 0.3874 -3.2720 0.61
C -1.5738 2.4090 -2.1970 -0.56
O -1.2843 1.9818 -1.0471 -0.38
C -2.3831 3.5620 -2.4363 -0.60
Cl -2.9802 4.3947 -1.0441 0.68
C -2.7135 4.0437 -3.6829 -0.15
H -1.0690 1.7320 -5.5401 0.10
H -3.3343 4.9232 -3.7740 0.10
N 7.8630 -0.1589 -1.7013 0.08
C 7.1867 0.1019 -0.5694 -0.81
S 8.0331 0.4046 0.8133 0.70
C 5.7229 0.1049 -0.5786 -0.23
C 5.0174 0.3729 0.5980 -0.03
C 3.6364 0.3621 0.5767 -0.12
N 2.9180 0.1114 -0.5109 -0.04
C 3.5801 -0.1388 -1.6319 -0.13
C 4.9635 -0.1572 -1.7226 0.01
H 8.8680 -0.1458 -1.6468 0.09
H 7.4285 -0.3390 -2.5899 0.09
H 5.5574 0.5811 1.5102 0.07
H 3.0688 0.5567 1.4800 0.10
H 2.9721 -0.3403 -2.5088 0.10
H 5.4216 -0.3775 -2.6775 0.11
```

Energy, eV: -95867.4169
Energy above the lowest of the compared OMol25 structures with the same formula, charge and spin, eV: 0.933
Highest occupied orbital energy, eV: -6.745
Charge: 0
E_LUMO, eV: -1.029


# C22H24ClI2OPSbTi

A molecular structure, C22H24ClI2OPSbTi (wB97M-V/def2-TZVPD, OMol25).

XYZ file:
```
53
Properties=species:S:1:pos:R:3:lowdin_spin:R:1
I -2.6022 -1.8133 -0.7090 0.00
I -2.8710 1.4293 -0.3156 0.00
Ti 1.9515 0.1507 0.0999 1.07
P 0.8608 -0.0262 -2.1927 -0.01
C -0.8790 0.0086 -2.9862 -0.01
C 1.3501 1.4715 -3.1700 0.01
H 2.3968 -1.7212 -3.0040 0.00
H 1.3936 -1.1028 -4.3238 0.00
H 0.7267 -2.2507 -3.1711 0.00
C 1.4035 -1.4152 -3.2866 0.00
H 2.3079 1.8263 -2.8177 0.00
H 1.3928 1.2129 -4.2255 0.00
H -0.8289 0.0164 -4.0790 0.00
H -1.4395 0.8690 -2.6077 0.00
H 0.5974 2.2419 -3.0255 0.00
H -1.3655 -0.9207 -2.6832 0.00
C -4.2162 -0.3070 -0.4119 0.00
O -5.3896 -0.4409 -0.2542 0.00
Cl 4.0168 -0.2082 -0.5410 -0.05
C 4.4117 -0.5088 5.5474 0.00
C 4.2622 -1.3103 4.4128 0.00
C 3.1102 -1.1803 3.6205 0.00
C 2.1353 -0.2577 3.9485 0.00
C 2.2734 0.5426 5.0659 0.00
C 3.4164 0.4262 5.8834 0.00
Sb 0.4521 -0.0708 2.5279 -0.01
C -0.8724 -1.5172 3.6384 -0.01
C -2.2312 -1.6361 3.3234 0.00
C -2.9242 -2.8303 3.6334 0.00
C -2.2907 -3.8329 4.3815 0.00
C -1.0348 -3.5683 4.9180 0.00
C -0.3495 -2.3738 4.6116 0.00
C -0.5847 1.6651 3.4575 0.00
C -1.7613 1.6029 4.2010 0.00
C -2.3750 2.7798 4.6802 0.00
C -1.7372 4.0170 4.5065 0.00
C -0.4839 4.0588 3.8835 0.00
C 0.0758 2.8936 3.3168 0.00
H 5.3164 -0.6045 6.1785 0.00
H 5.0398 -2.0339 4.1383 0.00
H 3.0360 -1.7946 2.7023 0.00
H 1.5167 1.2928 5.3393 0.00
H 3.5386 1.0505 6.7604 0.00
H -2.7585 -0.8250 2.8400 0.00
H -3.9603 -2.9542 3.2817 0.00
H -2.7906 -4.7911 4.5446 0.00
H -0.5660 -4.2960 5.6080 0.00
H 0.5637 -2.1215 5.1185 0.00
H -2.2171 0.6401 4.4438 0.00
H -3.3335 2.7226 5.1828 0.00
H -2.2009 4.9295 4.8656 0.00
H 0.0791 4.9896 3.8309 0.00
H 1.0363 2.9572 2.8028 0.00
```

Energy, eV: -92897.3752
Energy above the lowest of the compared OMol25 structures with the same formula, charge and spin, eV: 2.549
Highest occupied orbital energy (spin up / spin down), eV: -14.210 / -14.211
Charge: +2
Multiplicity: 2
E_LUMO (spin up / spin down), eV: -9.144 / -8.785